{
  "formula": "C4H14N",
  "method": "the ωB97M-V functional and the def2-TZVPD basis",
  "species": ["C", "N", "C", "H", "H", "H", "H", "H", "H", "H", "H", "C", "C", "H", "H", "H", "H", "H", "H"],
  "coordinates": [[0.690, -1.668, -0.573], [-0.381, -0.781, -1.163], [-0.499, -0.965, -2.652], [0.616, -1.580, 0.505], [0.529, -2.684, -0.921], [1.653, -1.312, -0.928], [-0.196, 0.197, -0.958], [-1.280, -0.999, -0.734], [0.443, -0.725, -3.134], [-1.279, -0.304, -3.024], [-0.783, -1.991, -2.849], [0.068, 1.973, 2.654], [0.059, 1.240, 1.393], [-0.020, 1.274, 3.506], [-0.802, 2.700, 2.703], [1.003, 2.587, 2.922], [-0.815, 0.548, 1.287], [0.051, 1.943, 0.555], [0.942, 0.548, 1.412]],
  "homo_ha": [-0.8006, -0.8004],
  "orbital_gap_ha": [0.536, 0.234],
  "energy_ha": -214.727807,
  "s2": 0.753,
  "total_charge": 2,
  "lumo_ev": [-7.21, -15.42],
  "de_lowest_ev": 1.276,
  "multiplicity": 2
}


{
  "formula": "C29H29N3SiW",
  "method": "the ωB97M-V functional and the def2-TZVPD basis",
  "species": ["C", "C", "C", "H", "C", "C", "H", "H", "H", "H", "W", "C", "H", "H", "H", "Si", "C", "C", "H", "C", "H", "C", "H", "C", "H", "C", "H", "C", "C", "H", "C", "H", "C", "H", "C", "H", "C", "H", "H", "H", "C", "C", "C", "C", "C", "C", "N", "N", "C", "C", "C", "C", "C", "N", "H", "H", "H", "H", "H", "H", "H", "H", "H"],
  "coordinates": [[0.087, 1.906, 2.857], [0.467, 2.458, 1.597], [-0.690, 2.479, 0.759], [1.439, 2.879, 1.355], [-1.794, 1.972, 1.508], [-1.316, 1.609, 2.802], [-1.935, 1.305, 3.639], [0.714, 1.861, 3.748], [-0.742, 2.875, -0.244], [-2.816, 1.886, 1.157], [-0.291, 0.338, 1.309], [-1.890, -0.977, 0.550], [-2.653, -0.915, 1.339], [-1.563, -2.025, 0.495], [-2.383, -0.603, -0.347], [-0.281, 0.106, -2.060], [1.128, -0.441, -3.140], [2.117, 0.495, -3.464], [2.077, 1.502, -3.033], [3.138, 0.151, -4.359], [3.893, 0.898, -4.603], [3.169, -1.119, -4.937], [3.938, -1.372, -5.665], [2.201, -2.070, -4.583], [2.234, -3.074, -5.007], [1.171, -1.736, -3.690], [0.390, -2.465, -3.431], [-1.613, 0.662, -3.250], [-1.381, 0.898, -4.618], [-0.457, 0.556, -5.090], [-2.322, 1.611, -5.372], [-2.121, 1.845, -6.416], [-3.518, 2.035, -4.775], [-4.217, 2.663, -5.331], [-3.823, 1.642, -3.466], [-4.799, 1.876, -3.032], [-2.872, 0.965, -2.697], [-3.083, 0.695, -1.656], [0.170, 1.325, -1.362], [-0.733, -1.120, -1.268], [-1.886, -1.737, 6.510], [-2.640, -1.370, 5.391], [-2.026, -1.140, 4.157], [-0.624, -1.262, 4.050], [0.129, -1.672, 5.156], [-0.500, -1.911, 6.379], [0.123, -0.932, 2.866], [1.407, -1.395, 2.944], [2.250, -0.926, 1.978], [3.606, -1.329, 1.900], [4.402, -0.864, 0.864], [3.850, 0.037, -0.068], [2.570, 0.505, 0.108], [1.743, -0.034, 1.052], [-2.380, -1.895, 7.474], [-3.723, -1.261, 5.478], [-2.618, -0.857, 3.285], [1.212, -1.776, 5.043], [0.108, -2.233, 7.221], [3.950, -2.026, 2.660], [5.438, -1.182, 0.764], [4.429, 0.391, -0.924], [2.140, 1.294, -0.512]],
  "homo_ha": [-0.5052, -0.5053],
  "orbital_gap_ha": [0.205, 0.173],
  "energy_ha": -1642.638267,
  "s2": 2.092,
  "total_charge": 2,
  "lumo_ev": [-8.16, -9.04],
  "de_lowest_ev": 0.369,
  "multiplicity": 3
}


{
  "formula": "C17H24ClN2O",
  "method": "the ωB97M-V functional and the def2-TZVPD basis",
  "species": ["C", "C", "N", "C", "C", "C", "C", "N", "C", "C", "C", "C", "C", "C", "C", "C", "C", "Cl", "C", "C", "O", "H", "H", "H", "H", "H", "H", "H", "H", "H", "H", "H", "H", "H", "H", "H", "H", "H", "H", "H", "H", "H", "H", "H", "H"],
  "coordinates": [[0.309, -0.673, 1.693], [-0.211, -0.940, 3.197], [-1.454, -0.338, 3.578], [-1.526, -0.127, 4.924], [-2.854, 0.603, 5.217], [-2.622, -0.999, 2.782], [-3.548, 0.280, 2.116], [-2.773, 1.199, 1.979], [-2.844, 1.762, 0.573], [-1.973, 0.759, -0.246], [-2.538, -0.427, -1.026], [-1.761, -0.926, -1.888], [-0.454, -0.023, -1.446], [0.836, -0.239, -2.032], [1.316, -1.022, -2.916], [2.443, -1.130, -3.384], [3.484, -0.146, -2.970], [5.205, -0.269, -3.391], [3.084, 0.731, -1.930], [1.856, 0.967, -1.610], [-0.894, 0.922, -0.577], [1.378, -1.127, 1.428], [-0.374, -1.241, 0.820], [0.462, 0.208, 1.350], [0.567, -0.321, 3.756], [0.012, -1.789, 3.308], [-1.305, 0.713, 2.918], [-0.603, 0.661, 5.249], [-1.475, -1.131, 5.340], [-2.735, 0.769, 6.328], [-3.569, 0.064, 5.300], [-2.874, 1.418, 4.870], [-3.202, -1.789, 3.350], [-2.208, -1.494, 1.818], [-4.257, 0.221, 3.083], [-4.045, -0.386, 1.307], [-3.108, 1.996, 2.509], [-2.160, 2.799, 0.458], [-3.847, 2.044, 0.236], [-3.589, -0.719, -0.856], [-1.793, -1.664, -2.542], [0.658, -2.168, -3.055], [2.993, -1.842, -3.955], [3.972, 1.694, -1.795], [1.490, 1.578, -1.029]],
  "homo_ha": -0.3501,
  "smiles": "CC[NH+](CC)CCNCc1ccc(-c2ccc(Cl)cc2)o1",
  "orbital_gap_ha": 0.248,
  "energy_ha": -1306.204771,
  "total_charge": 1,
  "lumo_ev": -2.78,
  "de_lowest_ev": 19.097
}